{
  "formula": "C25H46As3Cl2S3Zr",
  "method": "ωB97M-V with the def2-TZVPD basis set",
  "species": ["Zr", "C", "C", "S", "C", "C", "S", "C", "C", "S", "H", "H", "H", "H", "H", "H", "H", "H", "H", "H", "H", "H", "C", "As", "C", "C", "C", "C", "C", "As", "C", "C", "C", "As", "C", "C", "H", "H", "H", "H", "H", "H", "H", "H", "H", "H", "H", "H", "H", "H", "H", "H", "H", "H", "H", "H", "H", "H", "H", "H", "H", "H", "H", "C", "C", "C", "C", "C", "C", "C", "H", "H", "H", "H", "H", "Cl", "C", "Cl", "H", "H"],
  "coordinates": [[-1.319, -0.688, -0.777], [-4.171, 0.562, -3.449], [-5.157, 0.802, -2.305], [-4.717, -0.216, -0.878], [-4.717, 0.892, 0.537], [-3.796, 2.099, 0.534], [-2.023, 1.831, 0.178], [-1.785, 2.938, -1.231], [-2.504, 2.589, -2.526], [-2.418, 0.853, -3.084], [-4.214, -0.479, -3.772], [-4.434, 1.176, -4.312], [-5.216, 1.854, -2.030], [-6.149, 0.525, -2.665], [-5.729, 1.255, 0.726], [-4.467, 0.220, 1.360], [-4.132, 2.847, -0.184], [-3.839, 2.567, 1.518], [-2.080, 3.946, -0.931], [-0.709, 2.964, -1.367], [-3.559, 2.835, -2.435], [-2.108, 3.222, -3.321], [0.667, 0.184, 2.845], [0.612, -0.972, 1.273], [0.464, -2.724, 2.079], [2.505, -1.117, 0.772], [3.215, -0.014, -0.024], [3.007, 1.345, 0.639], [2.748, -0.010, -1.486], [1.028, 0.807, -1.942], [1.565, 2.698, -2.024], [1.077, 0.468, -3.861], [4.717, -0.366, -0.019], [5.918, 0.970, -0.869], [7.433, -0.245, -1.117], [6.564, 1.836, 0.769], [1.526, -0.096, 3.457], [-0.237, 0.038, 3.429], [0.755, 1.231, 2.565], [1.370, -2.942, 2.644], [0.331, -3.451, 1.278], [-0.404, -2.754, 2.734], [2.570, -2.063, 0.227], [3.024, -1.264, 1.724], [1.948, 1.620, 0.675], [3.531, 2.134, 0.095], [3.380, 1.335, 1.665], [2.704, -1.033, -1.869], [3.466, 0.541, -2.099], [2.602, 2.744, -2.360], [1.491, 3.196, -1.060], [0.951, 3.223, -2.756], [2.085, 0.669, -4.224], [0.373, 1.124, -4.371], [0.813, -0.568, -4.055], [4.865, -1.312, -0.547], [5.056, -0.516, 1.010], [7.212, -0.937, -1.928], [7.645, -0.807, -0.207], [8.311, 0.338, -1.390], [5.780, 2.464, 1.191], [7.415, 2.470, 0.526], [6.870, 1.095, 1.508], [-2.293, -1.623, 0.704], [-2.783, -1.910, 2.041], [-2.726, -0.862, 2.975], [-3.107, -1.042, 4.296], [-3.582, -2.274, 4.718], [-3.674, -3.315, 3.802], [-3.278, -3.144, 2.487], [-2.384, 0.115, 2.645], [-3.047, -0.215, 4.992], [-3.887, -2.422, 5.745], [-4.055, -4.277, 4.117], [-3.355, -3.983, 1.809], [-3.065, -2.853, -0.628], [-2.454, -4.409, -0.867], [0.008, -2.315, -1.969], [-1.508, -4.400, -1.390], [-2.522, -4.999, 0.038]],
  "lumo_ev": -2.73,
  "e_homo_ev": -9.26,
  "e_above_lowest_ev": 2.3945,
  "charge": 1,
  "orbital_gap_ev": 6.529
}